{"formula": "C25H46BGdNP2", "method": "ωB97M-V with the def2-TZVPD basis set", "elements": ["Gd", "C", "C", "C", "C", "C", "C", "H", "H", "H", "C", "H", "H", "H", "C", "H", "H", "H", "C", "H", "H", "H", "C", "H", "H", "H", "C", "C", "C", "C", "C", "C", "C", "C", "H", "H", "H", "H", "H", "H", "H", "H", "H", "H", "H", "H", "P", "P", "C", "C", "H", "H", "H", "H", "C", "H", "H", "H", "C", "H", "H", "H", "C", "H", "H", "H", "C", "H", "H", "H", "B", "C", "N", "H", "H", "H"], "positions_angstrom": [[-0.8431, 1.0294, 3.0136], [0.6981, 0.3748, 4.9003], [1.6365, 0.7833, 3.9110], [0.2657, 2.5632, 4.3756], [-0.1427, 1.4495, 5.2218], [1.3513, 2.1280, 3.5564], [0.7568, -0.9336, 5.5932], [1.4797, -1.5854, 5.0907], [-0.2095, -1.4639, 5.6078], [1.0986, -0.7885, 6.6373], [-1.4121, 1.3275, 5.9795], [-1.2504, 0.5693, 6.7665], [-2.2414, 0.9599, 5.3194], [-1.7160, 2.2693, 6.4477], [-0.7196, 3.5866, 3.9598], [-1.0010, 4.2079, 4.8078], [-1.6890, 3.1414, 3.5949], [-0.2568, 4.2083, 3.1862], [2.0888, 2.8660, 2.4899], [2.7824, 3.6188, 2.8963], [1.4080, 3.3856, 1.8044], [2.6728, 2.1542, 1.9095], [2.8822, 0.0373, 3.6013], [3.7744, 0.4481, 4.1260], [3.0826, 0.0358, 2.5262], [2.7712, -1.0019, 3.9008], [-0.4501, -2.4751, 0.7859], [0.6078, -2.7638, 1.5635], [2.0799, -2.6090, 1.2454], [2.4533, -1.8042, 0.0031], [2.0218, -0.3603, 0.0757], [0.8591, 0.2046, -0.3109], [-0.3574, -0.4931, -0.8802], [-0.4657, -2.0283, -0.6620], [2.5151, -3.6335, 1.2260], [2.1536, -2.3108, -0.9246], [2.5943, -2.1540, 2.1102], [0.2810, -2.5976, -1.2407], [-1.4584, -2.4945, 1.2331], [0.4128, -3.1299, 2.5846], [-1.4579, -2.3368, -1.0652], [-1.2906, -0.0233, -0.5249], [0.7604, 1.3006, -0.2731], [-0.3494, -0.2685, -1.9520], [3.5490, -1.7618, -0.0125], [2.7924, 0.2932, 0.5169], [-0.9298, -0.4661, -4.5546], [-0.6668, 2.2159, -5.9687], [-0.9712, -0.5485, -6.4464], [-1.3397, 0.8127, -7.0348], [-1.7194, -1.3055, -6.7256], [0.0200, -0.8941, -6.7886], [-0.9298, 0.9275, -8.0488], [-2.4320, 0.9518, -7.0835], [-1.4551, 3.5465, -6.9380], [-1.0502, 4.5059, -6.6095], [-2.5324, 3.5289, -6.7586], [-1.2606, 3.4168, -8.0054], [0.9712, 2.2558, -6.8080], [0.8377, 2.2230, -7.8919], [1.5836, 1.4114, -6.4850], [1.4640, 3.1902, -6.5325], [-2.4352, -1.5003, -4.3066], [-2.5321, -1.7598, -3.2464], [-2.3740, -2.4096, -4.9185], [-3.3100, -0.9128, -4.6159], [0.4055, -1.7130, -4.3595], [1.3373, -1.2734, -4.7391], [0.1768, -2.6232, -4.9284], [0.5366, -1.9555, -3.2994], [-2.8145, -2.9947, 5.0109], [-2.3339, -1.8113, 4.2128], [-1.9725, -0.8900, 3.5701], [-4.0186, -3.1044, 4.8298], [-2.5574, -2.7867, 6.1922], [-2.2163, -3.9626, 4.5557]], "lowdin_charge": [1.672, -0.293, -0.252, -0.347, -0.344, -0.313, 0.012, 0.081, 0.078, 0.126, -0.018, 0.115, 0.080, 0.103, -0.051, 0.116, 0.071, 0.101, -0.004, 0.112, 0.085, 0.070, -0.007, 0.127, 0.058, 0.064, -0.107, -0.097, -0.182, -0.183, -0.095, -0.113, -0.195, -0.193, 0.131, 0.110, 0.084, 0.092, 0.098, 0.108, 0.112, 0.108, 0.098, 0.048, 0.118, 0.089, 0.796, 0.772, -0.426, -0.451, 0.070, 0.074, 0.073, 0.076, -0.341, 0.031, 0.032, 0.038, -0.317, 0.037, 0.027, 0.032, -0.306, 0.014, 0.040, 0.041, -0.307, 0.038, 0.048, -0.002, -0.398, -0.228, -0.046, 0.037, 0.032, 0.036], "s2": 16.051, "lumo_ha": [-0.2393, -0.1430], "homo_ev": [-9.48, -9.48], "de_lowest_kcal_mol": 18.67, "e_tot_ha": -2507.79956, "total_charge": 1, "multiplicity": 8}



{"formula": "C29H54N8O5P2", "method": "ωB97M-V with the def2-TZVPD basis set", "elements": ["C", "C", "C", "C", "C", "C", "N", "C", "C", "C", "C", "C", "C", "O", "N", "O", "C", "C", "C", "C", "C", "O", "H", "H", "H", "H", "H", "H", "H", "H", "H", "H", "H", "H", "H", "H", "H", "H", "H", "H", "C", "N", "C", "P", "O", "N", "C", "C", "N", "C", "C", "H", "H", "H", "H", "H", "H", "H", "H", "H", "H", "H", "H", "H", "H", "H", "H", "H", "H", "C", "N", "C", "P", "O", "N", "C", "C", "N", "C", "C", "H", "H", "H", "H", "H", "H", "H", "H", "H", "H", "H", "H", "H", "H", "H", "H", "H", "H"], "positions_angstrom": [[-2.8789, -0.5667, 2.3339], [-2.3027, -1.5874, 1.7094], [-1.1527, -2.4152, 0.9472], [-0.2436, -3.4909, 1.6325], [0.8853, -4.2302, 0.7948], [1.1646, -3.8994, -0.7407], [2.2438, -4.5595, -1.5078], [3.3674, -4.2604, -0.8133], [3.7604, -2.7235, -0.5345], [4.3506, -5.3788, -0.1969], [0.2242, -2.8308, -1.3846], [-0.9040, -2.1154, -0.5617], [-1.6680, -1.0887, -1.5714], [-2.7556, -0.4799, -1.3984], [-0.7483, -1.1178, -2.7122], [-0.8641, -0.1785, -3.6734], [0.3420, 0.6238, -3.8159], [0.9251, 1.2312, -2.4469], [-0.1706, 1.9112, -1.4800], [0.4013, 3.2358, -0.6990], [0.2037, -2.2169, -2.8930], [0.8727, -2.5923, -3.8984], [-3.3480, 0.4079, 2.7355], [-0.3933, -3.7418, 2.7486], [1.5593, -5.0421, 1.2714], [4.9130, -2.6145, -0.6463], [3.5358, -2.4354, 0.5637], [3.2660, -1.9812, -1.2720], [3.9409, -6.4447, -0.3663], [4.4463, -5.1880, 0.9319], [5.4109, -5.2344, -0.6408], [0.0752, 1.5042, -4.5098], [1.1740, 0.0309, -4.3702], [1.6577, 2.0816, -2.7579], [1.5701, 0.4754, -1.8599], [-0.3758, 1.1446, -0.6294], [-1.1147, 2.1763, -2.0770], [0.0668, 3.1393, 0.4111], [-0.0556, 4.2124, -1.0821], [1.5460, 3.2066, -0.6933], [1.2561, -2.3862, 7.0917], [0.0027, -2.9324, 6.6123], [-0.6811, -2.0630, 5.6634], [-0.8485, -4.3043, 7.1733], [-0.8118, -4.9756, 5.7876], [0.2553, -5.4311, 7.8756], [1.5082, -5.1059, 8.5366], [0.4033, -6.7314, 7.2198], [-0.9603, -3.5559, 8.7811], [-1.7507, -4.4248, 9.6925], [-1.6027, -2.2319, 8.8673], [1.2586, -2.2218, 8.1720], [1.4863, -1.4114, 6.6507], [2.0929, -3.0357, 6.8251], [-1.4343, -1.4483, 6.1711], [-1.2017, -2.6421, 4.8937], [-0.0039, -1.3912, 5.1304], [2.3208, -4.9621, 7.8183], [1.8082, -5.9188, 9.2079], [1.4384, -4.2276, 9.1785], [1.0403, -6.6601, 6.3316], [-0.5686, -7.1354, 6.9284], [0.8449, -7.4728, 7.8968], [-2.7803, -4.5302, 9.3382], [-1.7669, -4.0160, 10.7070], [-1.3253, -5.4266, 9.7765], [-2.5850, -2.2293, 8.3845], [-0.9921, -1.4457, 8.4227], [-1.7291, -1.9280, 9.9114], [-0.3222, 5.5925, -8.6149], [-0.3937, 4.6882, -7.4851], [-0.4078, 3.2826, -7.8705], [-0.6849, 5.0549, -5.8411], [0.6486, 4.4153, -5.4102], [-0.1567, 6.6642, -5.5055], [-0.1280, 7.7713, -6.4467], [0.9523, 6.8297, -4.5644], [-2.2475, 5.7606, -6.3077], [-2.9844, 6.2097, -5.0971], [-3.1952, 4.8893, -7.0263], [-1.1927, 6.2492, -8.6850], [-0.2798, 5.0658, -9.5732], [0.5842, 6.2005, -8.5720], [-1.4329, 2.8959, -7.9205], [0.1369, 2.6686, -7.1456], [0.0662, 3.1017, -8.8382], [0.7699, 7.7499, -7.0713], [-0.1288, 8.7278, -5.9115], [-1.0088, 7.8114, -7.0877], [1.9148, 6.6122, -5.0397], [0.8294, 6.1780, -3.6965], [0.9914, 7.8517, -4.1681], [-3.2198, 5.3634, -4.4452], [-3.9158, 6.7142, -5.3703], [-2.4107, 6.9299, -4.5106], [-3.3546, 3.9451, -6.4964], [-2.8667, 4.6694, -8.0424], [-4.1634, 5.3854, -7.1491]], "lowdin_charge": [0.076, -0.062, -0.125, 0.011, 0.022, -0.172, 0.077, -0.313, -0.057, -0.057, 0.041, 0.022, -0.251, 0.075, -0.043, -0.083, -0.157, -0.178, -0.231, -0.123, -0.243, 0.066, 0.057, 0.098, 0.103, 0.089, 0.093, 0.087, 0.091, 0.090, 0.086, 0.123, 0.131, 0.120, 0.108, 0.102, 0.115, 0.072, 0.065, 0.070, -0.131, -0.344, -0.141, 0.752, -0.315, -0.329, -0.145, -0.146, -0.273, -0.141, -0.131, 0.065, 0.079, 0.069, 0.061, 0.053, 0.080, 0.075, 0.078, 0.066, 0.081, 0.071, 0.078, 0.080, 0.081, 0.073, 0.088, 0.070, 0.086, -0.131, -0.346, -0.135, 0.750, -0.313, -0.326, -0.144, -0.144, -0.272, -0.140, -0.129, 0.065, 0.080, 0.069, 0.062, 0.063, 0.079, 0.076, 0.078, 0.067, 0.083, 0.065, 0.078, 0.080, 0.081, 0.073, 0.090, 0.070, 0.086], "lumo_ha": -0.0332, "homo_ev": -7.88, "e_tot_ha": -2633.70961, "total_charge": 0, "smiles": "C#Cc1ccc(N=C(C)C)c2c1C(=O)N(OCCCC)C2=O.CN(C)P(=O)(N(C)C)N(C)C.CN(C)P(=O)(N(C)C)N(C)C"}



{"formula": "C44H42BrCaF4N7PS", "method": "ωB97M-V with the def2-TZVPD basis set", "elements": ["Ca", "C", "C", "N", "C", "C", "S", "C", "C", "N", "H", "H", "H", "H", "H", "H", "H", "H", "H", "H", "H", "H", "H", "H", "C", "C", "C", "C", "C", "N", "C", "C", "C", "C", "C", "C", "C", "N", "C", "C", "C", "N", "C", "C", "N", "C", "C", "C", "N", "H", "H", "H", "H", "H", "H", "H", "H", "H", "H", "H", "H", "H", "H", "H", "H", "H", "H", "F", "C", "C", "F", "C", "F", "C", "P", "C", "C", "C", "C", "C", "C", "C", "C", "C", "C", "C", "C", "C", "Br", "C", "F", "H", "H", "H", "H", "H", "H", "H", "H", "H", "H"], "positions_angstrom": [[0.8063, 0.0660, 0.6218], [3.6977, 1.6763, -0.4092], [3.4147, 0.4611, -1.3071], [3.1053, -0.7535, -0.5343], [4.2431, -1.2051, 0.2831], [3.8801, -1.8226, 1.6327], [2.5930, -1.0217, 2.6195], [3.2390, 0.5874, 3.1428], [3.8136, 1.5020, 2.0677], [2.9679, 1.6544, 0.8705], [3.4179, 2.5705, -0.9688], [4.7714, 1.7644, -0.2253], [4.2793, 0.3160, -1.9663], [2.5551, 0.6656, -1.9455], [2.8735, -1.4804, -1.2017], [4.8478, -1.9374, -0.2630], [4.9015, -0.3561, 0.4461], [4.7868, -1.9290, 2.2309], [3.4837, -2.8325, 1.4996], [3.9830, 0.4436, 3.9277], [2.3649, 1.0544, 3.6055], [4.7952, 1.1333, 1.7721], [3.9916, 2.4765, 2.5329], [2.4711, 2.5325, 0.9617], [-3.9996, 1.0982, 6.2883], [-3.0165, 1.2486, 5.1599], [-2.7810, 2.4704, 4.5388], [-1.9023, 2.5838, 3.4807], [-1.1622, 1.4976, 2.9770], [-0.3084, 1.6235, 1.8969], [0.2205, 2.8852, 1.6724], [0.8196, 3.6466, 2.6956], [1.4668, 4.8416, 2.4557], [1.5750, 5.3695, 1.1671], [2.2886, 6.6652, 0.8950], [0.9941, 4.6389, 0.1433], [0.3194, 3.4413, 0.3849], [-0.2395, 2.7877, -0.7603], [-1.0485, 3.3445, -1.6810], [-1.1208, 2.4830, -2.7526], [-0.2989, 1.4107, -2.3916], [0.2347, 1.5970, -1.1888], [-1.4124, 0.2673, 3.6151], [-2.3308, 0.1557, 4.6562], [-0.7766, -0.9549, 3.2060], [-0.5105, -2.0032, 4.0149], [-0.3127, -3.1134, 3.2287], [-0.4921, -2.6441, 1.9225], [-0.7731, -1.3445, 1.9065], [-4.3891, 2.0670, 6.5982], [-3.5418, 0.6297, 7.1608], [-4.8490, 0.4792, 5.9921], [-3.3125, 3.3539, 4.8740], [-1.7815, 3.5512, 3.0099], [0.7581, 3.2671, 3.7092], [1.9072, 5.3779, 3.2889], [2.6547, 7.1117, 1.8184], [1.6290, 7.3894, 0.4150], [3.1450, 6.5159, 0.2347], [1.0544, 4.9929, -0.8807], [-1.4964, 4.3066, -1.4964], [-1.6801, 2.6079, -3.6626], [-0.0688, 0.5190, -2.9519], [-2.5306, -0.8255, 5.0709], [-0.4848, -1.8763, 5.0835], [-0.0695, -4.1102, 3.5514], [-0.4140, -3.1838, 0.9919], [-0.8971, -8.1172, -2.1331], [-0.9068, -6.7947, -2.2069], [-1.9160, -6.1388, -2.8839], [-2.8797, -6.8315, -3.4757], [-1.9053, -4.7539, -2.9482], [-2.8765, -4.1907, -3.6625], [-0.9293, -3.9753, -2.3386], [-0.9036, -2.1198, -2.4202], [-2.6042, -1.5208, -2.1234], [-3.6679, -1.5272, -3.0310], [-4.8881, -0.9766, -2.6822], [-5.0744, -0.4121, -1.4252], [-4.0282, -0.3880, -0.5192], [-2.8004, -0.9331, -0.8730], [-0.6261, -1.9062, -4.2169], [-1.1124, -0.7901, -4.8995], [-0.7721, -0.5723, -6.2272], [0.0649, -1.4574, -6.8902], [0.5655, -2.5619, -6.2166], [0.2269, -2.7824, -4.8902], [0.0937, -4.6764, -1.6919], [1.5782, -3.7960, -0.9189], [0.1080, -6.0573, -1.6186], [1.0831, -6.7106, -0.9912], [-3.5399, -1.9463, -4.0169], [-5.7029, -0.9867, -3.3945], [-6.0340, 0.0141, -1.1621], [-4.1503, 0.0611, 0.4579], [-1.9894, -0.8915, -0.1551], [-1.7626, -0.0870, -4.3943], [-1.1701, 0.2902, -6.7466], [0.3240, -1.2895, -7.9272], [1.2188, -3.2578, -6.7270], [0.6276, -3.6520, -4.3814]], "lowdin_charge": [1.211, -0.185, -0.205, -0.144, -0.258, -0.431, 0.866, -0.428, -0.245, -0.091, 0.122, 0.114, 0.125, 0.092, 0.032, 0.130, 0.093, 0.090, 0.057, 0.086, 0.067, 0.103, 0.127, 0.067, -0.050, -0.281, -0.037, -0.025, -0.253, -0.087, -0.313, -0.038, -0.032, -0.275, -0.045, 0.011, -0.159, -0.087, -0.036, -0.029, -0.153, -0.026, -0.124, 0.009, -0.092, -0.075, -0.045, -0.177, -0.045, 0.075, 0.080, 0.083, 0.115, 0.114, 0.123, 0.117, 0.077, 0.085, 0.082, 0.130, 0.138, 0.103, 0.068, 0.120, 0.135, 0.105, 0.062, 0.156, -0.128, -0.127, 0.151, -0.203, 0.115, -0.319, 1.085, -0.371, -0.096, -0.064, -0.068, -0.066, -0.114, -0.373, -0.119, -0.068, -0.075, -0.070, -0.089, -0.585, 0.864, -0.264, 0.088, 0.101, 0.110, 0.109, 0.109, 0.051, 0.091, 0.109, 0.108, 0.109, 0.101], "lumo_ha": -0.0720, "homo_ev": -9.12, "de_lowest_kcal_mol": 0.00, "e_tot_ha": -6475.71803, "total_charge": 1}